# 1
{
  "formula": "C54H42FGeI2InP3",
  "method": "ωB97M-V/def2-TZVPD",
  "homo_lumo_gap_ev": 6.5,
  "e_lumo_ev": -9.6,
  "spin_multiplicity": 1,
  "charge": 3,
  "e_homo_ev": -16.1,
  "species": ["In", "F", "Ge", "C", "C", "C", "C", "C", "C", "P", "C", "C", "C", "C", "C", "C", "C", "C", "C", "C", "C", "C", "C", "C", "C", "C", "C", "C", "P", "C", "C", "C", "C", "C", "C", "C", "C", "C", "C", "C", "C", "C", "C", "C", "C", "C", "C", "P", "C", "C", "C", "C", "C", "C", "C", "C", "C", "C", "C", "C", "H", "H", "H", "H", "H", "H", "H", "H", "H", "H", "H", "H", "H", "H", "H", "H", "H", "H", "H", "H", "H", "H", "H", "H", "H", "H", "H", "H", "H", "H", "H", "H", "H", "H", "H", "H", "H", "H", "H", "H", "H", "H", "I", "I"],
  "coordinates": [[0.064, 0.233, 0.575], [-0.185, 2.548, 4.689], [0.472, 1.479, 3.495], [1.259, 2.845, 2.198], [2.091, 3.571, 3.059], [2.925, 4.586, 2.610], [2.977, 4.897, 1.262], [2.149, 4.216, 0.386], [1.291, 3.214, 0.840], [0.066, 2.589, -0.319], [-1.365, 3.663, -0.190], [-1.182, 4.994, -0.581], [-2.231, 5.886, -0.469], [-3.461, 5.460, 0.024], [-3.644, 4.139, 0.401], [-2.593, 3.239, 0.294], [0.645, 2.640, -2.017], [-0.265, 2.899, -3.042], [0.160, 2.850, -4.361], [1.482, 2.544, -4.657], [2.386, 2.280, -3.635], [1.971, 2.320, -2.315], [2.143, 0.710, 4.120], [2.636, 0.925, 5.404], [3.828, 0.345, 5.812], [4.539, -0.471, 4.939], [4.059, -0.695, 3.661], [2.867, -0.092, 3.243], [2.429, -0.453, 1.512], [3.702, 0.347, 0.508], [3.935, -0.038, -0.815], [4.962, 0.547, -1.537], [5.742, 1.541, -0.960], [5.497, 1.945, 0.346], [4.488, 1.347, 1.085], [2.534, -2.250, 1.396], [3.593, -2.907, 0.776], [3.671, -4.293, 0.845], [2.699, -5.014, 1.523], [1.637, -4.357, 2.134], [1.551, -2.977, 2.072], [-0.747, -0.098, 3.839], [-0.535, -0.349, 5.203], [-1.289, -1.267, 5.914], [-2.312, -1.964, 5.289], [-2.550, -1.735, 3.948], [-1.753, -0.846, 3.218], [-2.218, -0.580, 1.509], [-3.795, 0.297, 1.657], [-4.950, -0.102, 0.988], [-6.161, 0.504, 1.291], [-6.225, 1.502, 2.253], [-5.074, 1.899, 2.925], [-3.862, 1.301, 2.631], [-2.519, -2.117, 0.615], [-2.962, -2.002, -0.707], [-3.308, -3.136, -1.425], [-3.199, -4.389, -0.834], [-2.712, -4.510, 0.459], [-2.367, -3.380, 1.187], [2.098, 3.368, 4.123], [3.534, 5.126, 3.323], [3.635, 5.675, 0.898], [2.158, 4.476, -0.665], [-0.229, 5.335, -0.971], [-2.094, 6.917, -0.768], [-4.278, 6.164, 0.105], [-4.602, 3.802, 0.773], [-2.746, 2.207, 0.565], [-1.294, 3.153, -2.818], [-0.540, 3.062, -5.158], [1.810, 2.519, -5.688], [3.419, 2.058, -3.868], [2.683, 2.134, -1.520], [2.089, 1.558, 6.094], [4.202, 0.523, 6.811], [5.465, -0.932, 5.254], [4.621, -1.335, 2.990], [3.343, -0.817, -1.278], [5.160, 0.219, -2.550], [6.548, 1.992, -1.524], [6.107, 2.716, 0.800], [4.321, 1.661, 2.107], [4.369, -2.353, 0.263], [4.502, -4.805, 0.379], [2.772, -6.092, 1.583], [0.888, -4.922, 2.673], [0.736, -2.464, 2.578], [0.214, 0.200, 5.756], [-1.090, -1.413, 6.968], [-2.925, -2.662, 5.843], [-3.371, -2.243, 3.457], [-4.929, -0.891, 0.251], [-7.059, 0.182, 0.780], [-7.174, 1.964, 2.489], [-5.124, 2.662, 3.690], [-2.981, 1.596, 3.189], [-3.072, -1.027, -1.172], [-3.673, -3.041, -2.439], [-3.489, -5.273, -1.387], [-2.617, -5.488, 0.913], [-2.009, -3.491, 2.200], [0.536, -1.701, -1.745], [0.428, -4.334, -1.547]],
  "forces_ev_per_angstrom": [[-0.3, -0.3, 0.2], [0.0, 0.1, 0.1], [0.2, -0.1, -0.1], [0.0, 0.1, 0.1], [0.0, 0.0, 0.1], [0.0, 0.0, 0.0], [0.0, 0.0, 0.0], [0.0, 0.0, 0.0], [-0.1, 0.0, 0.1], [0.1, 0.0, -0.1], [0.0, 0.0, -0.1], [0.1, 0.0, 0.0], [0.0, 0.0, 0.0], [0.0, 0.0, 0.0], [0.0, 0.0, 0.0], [0.0, 0.0, -0.1], [0.1, -0.1, 0.0], [0.0, 0.0, 0.0], [0.0, 0.0, 0.0], [0.0, 0.0, 0.0], [0.0, 0.0, 0.0], [0.0, 0.0, 0.0], [-0.1, 0.1, -0.1], [0.0, 0.0, 0.0], [0.0, 0.0, 0.0], [0.0, 0.0, 0.0], [0.0, 0.0, 0.0], [0.1, -0.2, 0.0], [0.0, 0.1, 0.1], [0.0, -0.1, 0.0], [0.1, -0.1, 0.0], [0.0, 0.0, 0.0], [0.0, 0.0, 0.0], [0.0, 0.0, 0.0], [-0.1, 0.1, 0.0], [-0.1, 0.1, -0.1], [0.0, 0.0, 0.0], [0.0, 0.0, 0.0], [0.0, 0.0, 0.0], [0.0, 0.0, 0.0], [-0.1, 0.0, 0.0], [0.0, 0.1, 0.1], [0.0, 0.1, 0.1], [0.0, 0.0, 0.0], [0.0, 0.0, 0.0], [0.0, -0.1, 0.0], [0.0, 0.1, -0.1], [0.1, -0.2, 0.0], [0.1, 0.1, 0.1], [0.0, 0.0, -0.1], [0.0, 0.0, 0.0], [0.0, 0.0, 0.0], [0.0, 0.0, 0.0], [0.0, 0.0, 0.1], [0.0, -0.1, 0.1], [0.0, 0.0, 0.0], [0.0, 0.0, 0.0], [0.0, 0.0, 0.0], [-0.1, 0.0, 0.0], [0.0, 0.0, 0.0], [0.0, 0.0, 0.0], [0.0, 0.0, 0.0], [0.0, 0.0, 0.0], [0.0, 0.0, 0.0], [0.0, 0.0, 0.0], [0.0, 0.0, 0.0], [0.0, 0.0, 0.0], [0.0, 0.0, 0.0], [0.0, 0.0, 0.0], [0.0, 0.0, 0.0], [0.0, 0.0, 0.0], [0.0, 0.0, 0.0], [0.0, 0.0, 0.0], [0.0, 0.0, 0.0], [0.0, 0.0, 0.0], [0.0, 0.0, 0.0], [0.0, 0.0, 0.0], [0.0, 0.0, 0.0], [0.0, 0.0, 0.0], [0.0, 0.0, 0.0], [0.0, 0.0, 0.0], [0.0, 0.0, 0.0], [0.0, 0.0, 0.0], [0.0, 0.0, 0.0], [0.0, 0.0, 0.0], [0.0, 0.0, 0.0], [0.0, 0.0, 0.0], [0.0, 0.0, 0.0], [0.0, 0.0, 0.0], [0.0, 0.0, 0.0], [0.0, 0.0, 0.0], [0.0, 0.0, 0.0], [0.0, 0.0, 0.0], [0.0, 0.0, 0.0], [0.0, 0.0, 0.0], [0.0, 0.0, 0.0], [0.0, 0.0, 0.0], [0.0, 0.0, 0.0], [0.0, 0.0, 0.0], [0.0, 0.0, 0.0], [0.0, 0.0, 0.0], [0.0, 0.0, 0.0], [0.0, 0.5, -0.3], [0.1, 0.0, 0.1]],
  "mulliken_charge": [0.698, -0.442, 2.412, -0.576, -1.025, -0.865, -0.988, -0.295, 1.267, 1.558, 0.239, -0.394, -0.833, -0.740, -0.521, 0.273, 0.437, -1.040, -0.806, -0.782, -1.016, 0.258, 0.734, -0.899, -0.976, -0.875, -0.594, -0.929, 1.622, 1.544, -0.714, -0.834, -0.808, -0.804, -1.118, 0.702, -0.199, -0.775, -0.788, -0.730, -0.372, 0.272, -1.105, -0.932, -1.090, -0.896, 1.306, 1.426, 0.937, -1.074, -0.701, -0.690, -0.784, -0.076, 0.784, -1.021, -0.701, -0.732, -0.937, -0.527, 0.428, 0.493, 0.515, 0.541, 0.437, 0.466, 0.447, 0.466, 0.218, 0.514, 0.472, 0.457, 0.503, 0.082, 0.625, 0.488, 0.493, 0.529, 0.272, 0.600, 0.468, 0.528, 0.390, 0.504, 0.500, 0.448, 0.497, 0.225, 0.237, 0.489, 0.487, 0.718, 0.510, 0.486, 0.442, 0.509, 0.212, 0.545, 0.495, 0.449, 0.492, 0.588, 0.306, -0.032]
}

=====

# 2
{
  "formula": "C54H43N4O5P2Sr",
  "method": "ωB97M-V/def2-TZVPD",
  "homo_lumo_gap_ev": 7.1,
  "e_lumo_ev": 2.3,
  "spin_multiplicity": 1,
  "relative_energy_kj_mol": 55.7,
  "charge": -1,
  "e_homo_ev": -4.8,
  "species": ["Sr", "O", "C", "C", "C", "C", "C", "C", "C", "N", "C", "C", "N", "H", "H", "H", "H", "H", "H", "H", "C", "C", "C", "C", "C", "C", "N", "N", "C", "C", "C", "C", "C", "C", "H", "H", "H", "H", "H", "H", "H", "H", "H", "C", "P", "C", "C", "C", "C", "C", "C", "C", "C", "C", "C", "C", "C", "P", "C", "C", "C", "C", "C", "C", "C", "C", "C", "C", "C", "C", "H", "H", "H", "H", "H", "H", "H", "H", "H", "H", "H", "H", "H", "H", "H", "H", "H", "H", "H", "H", "H", "H", "O", "C", "O", "C", "C", "C", "C", "O", "C", "O", "C", "C", "H", "H", "H", "H", "H"],
  "coordinates": [[-0.345, -2.014, 0.726], [0.053, -0.273, 2.280], [0.901, -0.424, 3.236], [0.517, -0.252, 4.595], [1.403, -0.401, 5.637], [2.735, -0.745, 5.396], [3.139, -0.927, 4.089], [2.270, -0.763, 3.001], [2.816, -0.947, 1.648], [2.251, -1.411, 0.543], [3.239, -1.470, -0.410], [4.417, -1.024, 0.099], [4.135, -0.692, 1.406], [-0.523, -0.004, 4.780], [1.055, -0.269, 6.656], [3.430, -0.894, 6.213], [4.159, -1.250, 3.905], [3.042, -1.849, -1.400], [5.397, -0.914, -0.331], [4.766, -0.292, 2.076], [2.194, -0.066, -5.028], [2.174, -0.651, -3.768], [0.983, -1.092, -3.213], [-0.202, -0.938, -3.930], [-0.185, -0.355, -5.192], [1.013, 0.085, -5.740], [-1.484, -1.381, -3.480], [-1.549, -1.625, -2.270], [-2.811, -2.118, -1.781], [-3.877, -2.381, -2.652], [-5.052, -2.871, -2.114], [-5.134, -3.094, -0.737], [-4.052, -2.812, 0.086], [-2.832, -2.290, -0.394], [3.131, 0.280, -5.446], [3.097, -0.746, -3.208], [0.958, -1.551, -2.235], [-1.123, -0.264, -5.726], [1.024, 0.543, -6.721], [-3.778, -2.207, -3.715], [-5.898, -3.087, -2.756], [-6.052, -3.493, -0.314], [-4.172, -3.004, 1.152], [-0.543, 2.316, 1.047], [-0.638, 1.380, -0.541], [-2.188, 2.003, -1.288], [-2.357, 3.197, -1.991], [-3.607, 3.566, -2.464], [-4.711, 2.753, -2.235], [-4.558, 1.571, -1.527], [-3.304, 1.199, -1.060], [0.750, 2.106, -1.493], [0.687, 2.502, -2.828], [1.825, 2.945, -3.492], [3.055, 2.958, -2.855], [3.145, 2.497, -1.548], [2.008, 2.075, -0.880], [-1.297, 3.976, 1.272], [-0.268, 5.030, 0.174], [1.126, 4.987, 0.164], [1.854, 5.779, -0.709], [1.195, 6.643, -1.578], [-0.189, 6.713, -1.565], [-0.915, 5.908, -0.693], [-0.525, 4.407, 2.886], [-0.119, 3.439, 3.805], [0.404, 3.806, 5.040], [0.526, 5.145, 5.380], [0.120, 6.118, 4.475], [-0.403, 5.751, 3.244], [0.507, 2.301, 1.350], [-1.023, 1.647, 1.763], [-1.516, 3.858, -2.153], [-3.719, 4.495, -3.011], [-5.685, 3.042, -2.610], [-5.404, 0.918, -1.348], [-3.192, 0.254, -0.540], [-0.247, 2.456, -3.370], [1.743, 3.261, -4.526], [3.940, 3.299, -3.380], [4.104, 2.461, -1.044], [2.106, 1.697, 0.135], [1.645, 4.317, 0.842], [2.936, 5.716, -0.721], [1.765, 7.259, -2.264], [-0.708, 7.386, -2.237], [-1.999, 5.945, -0.692], [-0.187, 2.383, 3.573], [0.723, 3.029, 5.725], [0.937, 5.430, 6.341], [0.214, 7.168, 4.726], [-0.707, 6.522, 2.543], [-0.523, -4.088, 2.019], [-0.161, -4.788, 1.033], [0.253, -4.312, -0.056], [-0.226, -6.296, 1.171], [-0.670, -6.864, 2.355], [-0.741, -8.249, 2.521], [-0.345, -9.016, 1.454], [-0.333, -10.389, 1.349], [0.256, -10.675, 0.083], [0.404, -9.455, -0.627], [0.097, -8.453, 0.272], [0.168, -7.097, 0.092], [-0.963, -6.194, 3.153], [-1.091, -8.702, 3.441], [-0.402, -11.341, -0.475], [1.239, -11.129, 0.239], [0.504, -6.639, -0.828]],
  "forces_ev_per_angstrom": [[-0.6, 0.3, -0.8], [0.1, 0.1, 0.3], [0.1, 0.0, 0.0], [0.0, 0.1, 0.0], [-0.1, 0.0, 0.0], [0.0, 0.0, 0.0], [0.0, 0.0, 0.0], [0.0, 0.0, 0.1], [0.2, 0.1, 0.0], [0.0, 0.1, 0.3], [0.0, 0.0, -0.1], [-0.1, 0.0, 0.1], [-0.1, 0.0, -0.1], [0.0, 0.0, 0.0], [0.0, 0.0, 0.0], [0.0, 0.0, 0.0], [0.0, 0.0, 0.0], [0.0, 0.0, 0.1], [0.0, 0.0, 0.0], [0.0, 0.0, 0.0], [0.0, 0.0, 0.0], [0.0, 0.0, 0.1], [0.0, 0.1, -0.1], [-0.1, 0.0, 0.0], [0.1, 0.0, 0.0], [0.0, 0.0, 0.0], [0.0, 0.1, -0.2], [-0.1, -0.2, 0.2], [0.3, 0.2, 0.0], [-0.1, -0.1, 0.1], [0.1, 0.0, -0.1], [0.0, 0.0, 0.0], [-0.1, 0.1, 0.0], [-0.1, -0.1, 0.2], [0.0, 0.0, 0.0], [0.0, 0.0, 0.0], [0.0, 0.0, 0.0], [0.0, 0.0, 0.0], [0.0, 0.0, 0.0], [0.0, 0.0, 0.0], [0.0, 0.0, 0.0], [0.0, 0.0, 0.0], [0.0, 0.0, 0.0], [0.0, -0.1, 0.1], [0.0, -0.1, 0.0], [0.0, 0.0, 0.0], [0.0, 0.0, 0.0], [0.0, 0.0, 0.0], [0.0, 0.0, 0.0], [0.0, 0.0, 0.0], [0.0, 0.0, -0.1], [0.1, 0.0, -0.1], [0.0, 0.1, 0.0], [0.0, 0.0, 0.0], [0.0, 0.0, 0.0], [0.0, 0.0, 0.0], [0.0, -0.1, 0.0], [0.0, 0.0, -0.1], [0.0, 0.1, -0.1], [0.0, 0.0, 0.0], [0.0, 0.0, 0.0], [0.0, 0.0, 0.0], [0.0, 0.0, 0.0], [0.0, 0.0, 0.0], [0.0, 0.0, 0.1], [0.0, 0.0, 0.0], [0.0, 0.0, 0.0], [0.0, 0.0, 0.0], [0.0, 0.0, 0.0], [0.0, 0.0, 0.0], [0.0, 0.0, 0.0], [-0.1, 0.0, 0.0], [0.0, -0.1, 0.0], [0.0, 0.0, 0.0], [0.0, 0.0, 0.0], [0.0, 0.0, 0.0], [0.0, 0.0, 0.0], [-0.1, 0.0, 0.0], [0.0, 0.0, 0.0], [0.0, 0.0, 0.0], [0.0, 0.0, 0.0], [0.0, 0.0, -0.1], [0.0, 0.1, 0.0], [0.0, 0.0, 0.0], [0.0, 0.0, 0.0], [0.0, 0.0, 0.0], [0.0, 0.0, 0.0], [0.0, 0.0, 0.0], [0.0, 0.0, 0.0], [0.0, 0.0, 0.0], [0.0, 0.0, 0.0], [0.0, 0.0, 0.0], [0.0, -0.3, 0.1], [0.0, -0.2, 0.0], [0.1, -0.2, 0.0], [0.0, 0.1, 0.0], [0.0, 0.1, 0.0], [0.0, -0.1, 0.0], [0.0, 0.0, 0.0], [0.0, 0.0, 0.0], [0.0, 0.1, 0.1], [0.0, 0.0, 0.0], [0.0, 0.0, 0.0], [0.0, 0.0, -0.1], [0.0, 0.0, 0.0], [0.0, 0.0, 0.0], [0.0, -0.1, 0.0], [0.1, 0.0, 0.0], [0.0, 0.0, 0.0]],
  "mulliken_charge": [1.409, -0.505, 0.308, -0.689, -0.436, -0.932, -0.692, 0.075, 0.127, 0.883, -0.891, -1.091, -0.036, 0.423, 0.438, 0.374, 0.417, 0.756, 0.454, 0.241, -0.660, -0.136, 0.656, -0.378, -0.274, -0.558, -0.757, 1.042, 0.524, -0.447, -0.593, -0.619, -0.880, -0.357, 0.383, 0.146, 0.039, 0.471, 0.359, 0.412, 0.356, 0.375, 0.339, -1.247, 1.738, 0.476, -0.237, -0.947, -0.751, -0.582, -1.152, 2.391, -0.781, -1.070, -0.920, -0.747, -1.514, -0.222, 0.350, -0.054, -0.498, -0.600, -0.458, -0.526, 0.395, -0.249, -0.482, -0.494, -0.586, -0.558, 0.596, 0.672, 0.755, 0.457, 0.366, 0.455, 0.361, 0.580, 0.408, 0.416, 0.397, -0.052, 0.442, 0.403, 0.381, 0.416, 0.399, 0.183, 0.449, 0.370, 0.374, 0.334, -0.994, 1.165, -0.926, -0.299, -0.400, -1.043, 1.002, -0.509, -0.210, -0.505, 1.098, -1.001, 0.414, 0.403, 0.227, 0.245, 0.421]
}